No. 1
Molecular formula: C36H40IrOP2
Method: DFT, the ωB97M-V functional and the def2-TZVPD basis

CARTESIAN COORDINATES (ANGSTROEM)
Ir 0.793 -0.853 0.220
C -1.984 0.232 5.144
C -2.509 -0.047 3.943
C -3.336 0.913 3.144
C -2.551 1.531 1.971
C -1.220 2.068 2.394
C -0.792 2.525 3.548
C -1.577 2.788 4.806
C -1.581 1.547 5.732
C 2.697 -1.447 0.679
H -1.964 -0.597 5.873
H -2.697 -1.094 3.704
H -3.686 1.737 3.784
H -4.220 0.383 2.740
H -2.369 0.752 1.213
H -3.147 2.311 1.474
H -0.429 1.842 1.659
H 0.268 2.823 3.663
H -2.606 3.138 4.623
H -1.079 3.603 5.367
H -0.577 1.428 6.177
H -2.245 1.736 6.589
H 2.502 -1.950 1.649
H 3.413 -0.634 0.877
H 3.113 -2.135 -0.057
P -0.203 -1.572 -1.826
P 1.220 0.704 -1.253
C -1.075 -0.054 -2.341
C -0.415 1.068 -1.985
C -0.405 -2.675 -3.347
C -1.366 -2.482 -4.368
C -1.746 -3.555 -5.194
C -1.102 -4.794 -5.076
C 0.009 -4.912 -4.226
C 0.382 -3.843 -3.400
C -1.228 -2.479 -0.657
C -0.859 -2.055 0.603
C -1.587 -2.350 1.739
C -2.627 -3.285 1.554
C -2.893 -3.843 0.303
C -2.201 -3.439 -0.848
C 2.236 0.685 -2.790
C 2.069 -0.343 -3.739
C 2.336 -0.091 -5.085
C 2.968 1.110 -5.443
C 3.295 2.070 -4.476
C 2.904 1.863 -3.150
C 1.720 2.220 -0.395
C 3.030 2.296 0.106
C 3.504 3.506 0.617
C 2.652 4.622 0.656
C 1.321 4.516 0.250
C 0.834 3.298 -0.232
H -1.982 -0.108 -2.947
H -0.735 2.107 -2.123
H -1.835 -1.507 -4.518
H -2.559 -3.444 -5.923
H -1.456 -5.662 -5.644
H 0.570 -5.850 -4.190
H 1.264 -3.918 -2.760
H -0.322 0.238 0.681
H -1.332 -1.881 2.685
H -3.241 -3.582 2.411
H -3.683 -4.582 0.164
H -2.404 -3.799 -1.858
H 1.680 -1.325 -3.439
H 2.043 -0.820 -5.853
H 3.208 1.302 -6.489
H 3.832 2.990 -4.739
H 3.082 2.632 -2.398
H 3.680 1.418 0.042
H 4.542 3.581 0.946
H 3.045 5.581 0.993
H 0.654 5.385 0.284
H -0.215 3.216 -0.514
C 1.473 -0.141 3.684
O 0.826 -0.333 2.479
H 1.183 -1.003 4.325
H 1.104 0.806 4.159
H 2.591 -0.088 3.631

- Orbital gap (alpha / beta): 5.95 / 3.68 eV
- ⟨S²⟩: 8.771
- Max |F|: 3.84 eV/A
- Charge: +2
- 2S+1: 6

Atomic charges from the Mulliken analysis, expressed in e, are listed below: 3.007, -0.426, -0.272, -1.146, -0.389, 0.405, -0.541, -1.236, -0.581, -1.419, 0.472, 1.027, 0.414, 0.493, -0.028, 0.508, -0.209, 0.738, 0.386, 0.398, 0.418, 0.453, 0.382, 0.320, 0.408, -0.147, 0.612, -0.571, -0.963, 0.393, -0.650, -0.686, -0.499, -0.691, -0.190, 0.537, -0.575, -0.254, -0.834, -0.754, -0.660, 0.765, -0.472, -0.631, -0.593, -0.703, -0.443, 0.645, -0.163, -0.863, -0.555, -0.782, -0.459, 0.594, 0.784, 0.337, 0.403, 0.411, 0.405, 0.423, -1.041, 0.951, 0.418, 0.405, 0.486, 0.682, 0.459, 0.395, 0.415, 0.314, 0.427, 0.459, 0.459, 0.436, 0.113, -0.747, -0.205, 0.331, 0.180, 0.308

=====

No. 2
Molecular formula: C36H41AsBCoN8O2
Method: DFT, the ωB97M-V functional and the def2-TZVPD basis

CARTESIAN COORDINATES (ANGSTROEM)
Co -0.025 0.312 0.092
C -0.729 3.742 -0.912
C -1.718 2.826 -0.282
C -3.042 3.110 0.010
C -3.530 2.006 0.695
N -2.556 1.108 0.810
N -1.438 1.595 0.203
B -2.606 -0.277 1.570
N -1.352 -0.284 2.492
C -1.179 -0.566 3.781
C 0.134 -0.300 4.129
C 0.749 0.137 2.967
C 2.159 0.612 2.826
N -0.167 0.115 1.973
N -2.381 -1.393 0.544
C -3.110 -2.461 0.191
C -2.466 -3.096 -0.845
C -1.322 -2.337 -1.103
C -0.318 -2.590 -2.180
N -1.268 -1.313 -0.239
N -3.899 -0.362 2.312
C -4.268 0.182 3.511
C -5.627 0.151 3.580
C -6.047 -0.412 2.350
C -7.446 -0.658 1.877
N -5.012 -0.698 1.580
H -1.251 4.486 -1.510
H -0.036 3.223 -1.564
H -0.153 4.269 -0.148
H -3.573 4.016 -0.232
H -4.512 1.813 1.103
H -1.991 -0.947 4.377
H 0.589 -0.399 5.101
H 2.516 0.953 3.795
H 2.238 1.452 2.132
H 2.820 -0.191 2.498
H -4.040 -2.684 0.687
H -2.782 -3.986 -1.366
H -0.814 -2.573 -3.150
H 0.130 -3.577 -2.063
H 0.461 -1.841 -2.190
H -3.555 0.567 4.221
H -6.247 0.466 4.404
H -8.113 -0.845 2.716
H -7.477 -1.510 1.201
H -7.828 0.210 1.338
O 0.201 0.499 -1.714
As 1.230 1.208 -2.876
C 0.089 2.265 -3.967
C 0.640 3.157 -4.882
C -0.207 3.860 -5.725
C -1.581 3.661 -5.652
C -2.120 2.767 -4.735
C -1.285 2.059 -3.882
C 2.654 2.220 -2.098
C 2.610 2.620 -0.764
C 3.646 3.367 -0.228
C 4.724 3.728 -1.029
C 4.759 3.352 -2.364
C 3.726 2.596 -2.904
C 1.966 -0.165 -3.965
C 3.296 -0.563 -3.845
C 3.791 -1.536 -4.701
C 2.960 -2.104 -5.658
C 1.631 -1.709 -5.767
C 1.129 -0.729 -4.928
H 1.710 3.314 -4.936
H 0.204 4.561 -6.439
H -2.236 4.209 -6.316
H -3.191 2.620 -4.687
H -1.691 1.367 -3.155
H 1.750 2.391 -0.151
H 3.610 3.687 0.807
H 5.533 4.312 -0.612
H 5.590 3.647 -2.991
H 3.772 2.294 -3.943
H 3.939 -0.135 -3.086
H 4.826 -1.844 -4.623
H 3.352 -2.857 -6.331
H 0.989 -2.161 -6.514
H 0.103 -0.399 -5.029
C 1.980 -2.775 0.508
C 2.504 -1.642 -0.337
O 1.928 -0.375 0.121
H 2.443 -3.711 0.190
H 0.898 -2.876 0.412
H 2.221 -2.615 1.561
H 2.261 -1.762 -1.388
H 3.585 -1.552 -0.245
H 2.624 0.258 0.324

- Orbital gap (alpha / beta): 5.78 / 6.21 eV
- ⟨S²⟩: 2.045
- Max |F|: 0.80 eV/A
- Charge: +2
- 2S+1: 3

Atomic charges from the Mulliken analysis, expressed in e, are listed below: -1.396, -1.125, 0.709, -1.865, 0.090, 0.971, 0.464, -0.304, 0.572, -0.053, -1.826, 0.736, -1.330, 1.409, 0.555, 0.234, -2.123, 0.446, -1.025, 0.833, 0.465, -0.352, -1.102, 0.647, -1.241, -1.098, 0.418, -0.075, 0.332, 0.543, 0.475, 0.857, 0.533, 0.517, 0.187, 0.186, 0.644, 0.571, 0.439, 0.388, -0.316, 0.659, 0.474, 0.370, 0.352, 0.255, 1.242, 1.127, 0.615, -0.639, -0.748, -0.634, -0.952, -0.047, 1.016, -0.264, -1.353, -0.760, -0.941, -0.721, 0.415, -0.239, -0.941, -0.645, -0.914, -0.595, 0.367, 0.455, 0.427, 0.473, 0.302, 0.649, 0.496, 0.430, 0.453, 0.464, 0.511, 0.458, 0.433, 0.475, 0.503, -1.285, 0.073, -0.578, 0.448, 0.185, 0.358, -0.021, 0.495, 0.304

=====

No. 3
Molecular formula: C36H41CaN5O3P
Method: DFT, the ωB97M-V functional and the def2-TZVPD basis

CARTESIAN COORDINATES (ANGSTROEM)
Ca -0.848 -0.381 -0.149
O -1.645 -0.184 1.942
C -2.663 0.327 2.530
C -2.737 0.343 3.952
C -3.802 0.887 4.631
C -4.875 1.457 3.940
C -4.837 1.452 2.562
C -3.772 0.904 1.832
C -3.868 0.989 0.389
N -3.011 0.588 -0.479
N -3.355 0.879 -1.791
C -2.417 0.523 -2.641
O -1.291 -0.015 -2.399
C -2.756 0.783 -4.087
C -1.770 0.591 -5.049
C -2.040 0.812 -6.392
C -3.305 1.225 -6.789
C -4.294 1.417 -5.833
C -4.021 1.200 -4.490
H -1.902 -0.096 4.486
H -3.806 0.869 5.716
H -5.715 1.886 4.471
H -5.662 1.887 2.004
H -4.769 1.483 0.009
H -0.796 0.259 -4.717
H -1.263 0.659 -7.132
H -3.520 1.392 -7.837
H -5.284 1.736 -6.136
H -4.778 1.347 -3.733
C -1.886 3.605 0.538
C -0.513 3.005 0.395
O -0.259 2.098 -0.382
N 0.455 3.569 1.165
C 1.796 3.010 1.214
C 1.947 1.913 2.240
C 2.809 2.036 3.319
C 2.922 0.975 4.209
C 2.151 -0.151 4.000
C 1.295 -0.174 2.905
N 1.207 0.823 2.030
H -2.479 3.334 -0.332
H -1.828 4.689 0.638
H -2.368 3.191 1.427
H 0.155 4.168 1.917
H 2.505 3.817 1.405
H 1.990 2.597 0.225
H 3.391 2.941 3.449
H 3.604 1.033 5.049
H 2.214 -1.014 4.650
H 0.666 -1.031 2.711
C -1.362 -2.999 -0.219
C -0.380 -3.343 0.697
C 0.902 -3.863 0.299
C 1.914 -4.089 1.191
C 1.742 -3.866 2.572
C 0.460 -3.460 3.003
C -0.552 -3.210 2.122
C 2.804 -4.033 3.492
N 3.668 -4.142 4.253
H -2.360 -2.741 0.123
H -1.270 -3.306 -1.254
H 1.056 -4.077 -0.753
H 2.870 -4.461 0.836
H 0.282 -3.335 4.066
H -1.513 -2.880 2.494
C 5.009 -1.211 0.035
C 3.568 -0.948 0.460
P 2.323 -0.680 -0.875
C 2.743 -2.056 -2.033
C 1.676 -2.272 -3.107
C 3.043 0.774 -1.769
C 2.068 1.399 -2.771
H 5.650 -1.333 0.910
H 5.410 -0.389 -0.561
H 5.089 -2.123 -0.557
H 3.518 -0.070 1.109
H 3.185 -1.782 1.055
H 2.822 -2.948 -1.408
H 3.724 -1.888 -2.485
H 0.681 -2.340 -2.664
H 1.864 -3.193 -3.664
H 1.653 -1.453 -3.825
H 3.978 0.487 -2.259
H 3.312 1.510 -1.005
H 1.874 0.730 -3.610
H 2.470 2.329 -3.178
H 1.107 1.609 -2.303

- Orbital gap: 5.89 eV
- Max |F|: 0.60 eV/A
- Charge: -1

Atomic charges from the Mulliken analysis, expressed in e, are listed below: 1.800, 0.230, 0.269, -0.959, -0.528, -0.882, -0.572, 0.928, -1.374, 0.380, -0.872, 0.122, -0.733, 0.087, -0.398, -0.655, -0.338, -0.622, -0.215, 0.367, 0.399, 0.374, 0.318, 0.141, 0.452, 0.387, 0.366, 0.365, 0.433, -1.536, 0.704, -0.368, -0.117, -0.721, 0.646, -0.679, -0.679, -0.977, -0.208, 0.895, 0.306, 0.487, 0.245, 0.243, 0.436, -0.257, 0.445, 0.408, 0.452, 0.285, -2.120, 1.209, -0.406, -0.658, 0.494, -0.579, -0.364, 0.168, -0.723, 0.497, 0.325, 0.534, 0.399, 0.379, 0.158, -1.644, 0.325, 1.647, -0.856, -1.304, -1.073, -1.070, 0.473, 0.302, 0.321, 0.044, -0.377, 0.254, 0.655, 0.077, 0.449, 0.406, 0.573, 0.442, 0.317, 0.465, -0.016

=====

No. 4
Molecular formula: C36H41ClMnNO4SSb2Se
Method: DFT, the ωB97M-V functional and the def2-TZVPD basis

CARTESIAN COORDINATES (ANGSTROEM)
Mn -0.442 -1.977 -0.735
C 0.538 1.542 -1.558
C 1.057 2.378 -0.379
C 1.278 1.608 0.929
Sb -0.546 1.201 1.977
C -0.962 3.194 2.652
C -2.167 3.411 3.324
C -2.531 4.678 3.755
C -1.699 5.761 3.502
C -0.498 5.564 2.839
C -0.130 4.288 2.422
C 0.192 0.439 3.797
C 1.554 0.354 4.070
C 1.984 -0.185 5.275
C 1.063 -0.632 6.210
C -0.298 -0.556 5.941
C -0.732 -0.031 4.731
Sb -1.453 0.731 -1.331
C -1.946 0.500 -3.407
C -1.332 1.202 -4.444
C -1.674 0.963 -5.770
C -2.638 0.013 -6.076
C -3.262 -0.693 -5.056
C -2.912 -0.452 -3.733
C -2.418 2.586 -1.018
C -3.337 2.763 0.011
C -3.937 4.002 0.204
C -3.620 5.061 -0.630
C -2.707 4.887 -1.663
C -2.107 3.652 -1.859
H 1.214 0.701 -1.730
H 0.523 2.152 -2.462
H 0.391 3.232 -0.221
H 2.019 2.793 -0.696
H 1.924 2.165 1.608
H 1.763 0.647 0.741
H -2.836 2.577 3.521
H -3.465 4.823 4.286
H -1.986 6.754 3.824
H 0.161 6.402 2.649
H 0.822 4.157 1.921
H 2.300 0.647 3.342
H 3.047 -0.271 5.462
H 1.405 -1.060 7.144
H -1.017 -0.915 6.667
H -1.798 0.016 4.524
H -0.572 1.945 -4.230
H -1.187 1.517 -6.562
H -2.900 -0.181 -7.108
H -4.013 -1.436 -5.291
H -3.400 -1.023 -2.949
H -3.578 1.943 0.678
H -4.639 4.139 1.016
H -4.082 6.028 -0.477
H -2.459 5.714 -2.315
H -1.398 3.531 -2.669
Se 3.455 -2.413 0.423
C 3.895 -1.157 1.681
N 4.178 -0.360 2.474
C 1.384 -1.525 -3.484
C 0.385 -1.913 -2.487
O -0.662 -2.512 -2.610
H 1.584 -2.410 -4.095
H 2.282 -1.144 -3.005
H 0.915 -0.759 -4.112
Cl -2.061 -2.898 0.721
C -1.061 -2.819 2.252
C 0.298 -2.165 2.008
O 1.082 -2.279 2.904
O 0.439 -1.513 0.871
H -0.950 -3.837 2.608
H -1.642 -2.223 2.951
C 4.319 -3.911 -3.133
C 3.676 -4.801 -2.077
S 1.970 -4.331 -1.876
O 1.212 -4.819 -3.093
C 1.418 -5.377 -0.493
C 2.424 -6.296 0.182
H 5.375 -4.161 -3.229
H 4.252 -2.864 -2.835
H 3.843 -4.048 -4.105
H 4.168 -4.673 -1.112
H 3.656 -5.851 -2.377
H 0.595 -5.924 -0.959
H 1.024 -4.677 0.248
H 2.819 -7.044 -0.504
H 1.926 -6.821 0.998
H 3.246 -5.726 0.614

- Orbital gap (alpha / beta): 5.06 / 5.12 eV
- ⟨S²⟩: 6.282
- Max |F|: 1.11 eV/A
- 2S+1: 5

Atomic charges from the Mulliken analysis, expressed in e, are listed below: -0.243, -0.667, -0.847, -0.880, 0.210, 0.951, -0.591, -0.600, -0.510, -0.744, -0.335, 0.767, -0.285, -0.612, -0.536, -0.697, -0.907, 0.445, 0.963, -0.214, -0.752, -0.532, -0.658, -0.687, 0.616, -0.516, -0.472, -0.598, -0.743, -0.279, 0.245, 0.543, 0.287, 0.409, 0.722, -0.008, 0.310, 0.416, 0.404, 0.415, 0.254, 0.217, 0.468, 0.389, 0.393, 0.409, 0.198, 0.414, 0.390, 0.410, 0.388, 0.344, 0.396, 0.405, 0.422, 0.235, -0.230, 0.263, -0.718, -1.487, 1.607, -0.463, 0.539, 0.292, 0.346, -0.258, -0.573, 0.197, -0.529, 0.970, 0.458, 0.255, -1.292, -0.558, 0.797, -0.756, -0.076, -1.356, 0.408, 0.202, 0.366, 0.378, 0.447, 0.502, -0.306, 0.363, 0.424, 0.265

=====

No. 5
Molecular formula: C36H41CuN2O3P2SSi
Method: DFT, the ωB97M-V functional and the def2-TZVPD basis

CARTESIAN COORDINATES (ANGSTROEM)
Cu -0.820 -0.473 -1.317
O 1.135 -0.602 -1.358
P 2.035 0.388 -0.660
C 1.412 0.885 0.991
P 0.338 -0.422 1.691
O -0.889 -0.647 0.874
C 1.343 -1.915 1.819
C 2.658 -1.932 2.274
C 3.328 -3.138 2.405
C 2.687 -4.327 2.090
C 1.374 -4.314 1.636
C 0.701 -3.110 1.500
C -0.095 0.123 3.354
C -1.454 0.173 3.654
C -1.868 0.565 4.918
C -0.926 0.907 5.878
C 0.429 0.863 5.577
C 0.848 0.469 4.318
C 2.296 1.921 -1.566
C 2.727 3.080 -0.923
C 2.906 4.243 -1.651
C 2.655 4.253 -3.017
C 2.232 3.098 -3.659
C 2.054 1.931 -2.936
C 3.638 -0.395 -0.418
C 3.819 -1.688 -0.897
C 5.049 -2.312 -0.757
C 6.097 -1.645 -0.140
C 5.919 -0.352 0.336
C 4.694 0.277 0.194
H 0.783 1.768 0.865
H 2.240 1.114 1.664
H 3.172 -1.008 2.515
H 4.350 -3.148 2.759
H 3.208 -5.269 2.203
H 0.874 -5.247 1.410
H -0.324 -3.074 1.148
H -2.169 -0.091 2.886
H -2.924 0.606 5.149
H -1.248 1.207 6.866
H 1.159 1.136 6.327
H 1.908 0.428 4.091
H 2.907 3.086 0.146
H 3.235 5.146 -1.153
H 2.785 5.168 -3.580
H 2.029 3.112 -4.721
H 1.709 1.026 -3.420
H 2.987 -2.195 -1.369
H 5.189 -3.318 -1.131
H 7.059 -2.130 -0.034
H 6.740 0.169 0.811
H 4.565 1.290 0.556
C -5.265 4.258 -2.693
Si -4.239 3.852 -1.167
C -2.670 4.886 -1.162
C -5.205 4.183 0.418
C -3.975 1.962 -1.218
C -5.100 1.145 -1.161
C -5.018 -0.244 -1.226
C -3.775 -0.817 -1.362
N -2.682 -0.057 -1.427
C -2.750 1.284 -1.341
S -1.141 1.937 -1.402
H -5.504 5.323 -2.727
H -6.207 3.706 -2.708
H -4.718 4.010 -3.605
H -2.927 5.948 -1.136
H -2.067 4.702 -2.051
H -2.052 4.664 -0.292
H -5.434 5.247 0.512
H -4.623 3.888 1.294
H -6.150 3.637 0.445
H -6.079 1.604 -1.059
H -5.903 -0.862 -1.177
H -3.619 -1.885 -1.431
C -2.118 -4.994 -1.393
N -0.728 -4.703 -1.739
C 0.240 -5.779 -1.905
C -0.379 -3.431 -1.868
O -1.181 -2.497 -1.735
H -2.253 -6.064 -1.274
H -2.782 -4.632 -2.178
H -2.389 -4.492 -0.464
H -0.287 -6.720 -2.025
H 0.898 -5.865 -1.038
H 0.852 -5.617 -2.791
H 0.675 -3.256 -2.115

- Orbital gap (alpha / beta): 8.04 / 7.25 eV
- ⟨S²⟩: 0.756
- Max |F|: 0.79 eV/A
- Charge: +1
- 2S+1: 2

Atomic charges from the Mulliken analysis, expressed in e, are listed below: -0.510, -0.239, 0.630, -1.167, 0.809, -0.444, 1.118, -0.256, -0.668, -0.741, -0.641, -1.081, 0.593, -0.472, -0.686, -0.504, -0.767, -0.349, 0.875, -0.364, -0.874, -0.547, -0.759, -0.431, 0.589, -0.221, -0.702, -0.505, -0.741, -0.512, 0.630, 0.828, 0.223, 0.462, 0.438, 0.618, 0.563, 0.324, 0.434, 0.398, 0.423, 0.270, 0.291, 0.438, 0.428, 0.442, 0.345, 0.291, 0.450, 0.422, 0.446, 0.357, -1.077, 0.168, -0.977, -1.058, 0.258, -0.149, -1.176, 0.062, 0.003, 1.187, -0.306, 0.338, 0.337, 0.330, 0.364, 0.306, 0.267, 0.341, 0.318, 0.331, 0.315, 0.410, 0.389, -0.895, 0.253, -0.870, -0.083, -0.586, 0.371, 0.291, 0.279, 0.327, 0.294, 0.364, 0.323

=====

Q: What is the max |F| in the first record?
A: 3.84 eV/A

=====

Q: What is the max |F| in the fourth record?
A: 1.11 eV/A

=====

Q: Which of these has the highest max |F|?
A: C36H40IrOP2